141
Properties=species:S:1:pos:R:3:forces:R:3 method="wB97M-V/def2-TZVPD" e_homo_ev=-27.5 charge=+9
C 19.716 -10.255 -2.734 1.80 -0.13 -1.25
N 18.557 -10.230 -1.937 -2.41 0.00 0.78
C 18.670 -10.588 -0.651 -0.34 0.24 -0.03
C 17.546 -10.634 0.144 -0.70 0.99 0.45
C 16.286 -10.272 -0.367 1.10 -0.05 -1.23
C 16.223 -9.809 -1.709 0.50 -0.95 1.08
C 17.395 -9.817 -2.457 -1.10 -0.37 0.16
C 15.051 -10.483 0.423 -0.37 -0.05 -1.55
C 14.852 -9.835 1.612 -0.57 0.36 0.99
C 13.662 -10.030 2.296 -1.20 -0.47 -0.68
N 12.666 -10.803 1.765 2.46 -0.28 -1.16
C 12.863 -11.476 0.573 0.36 1.10 0.47
C 14.032 -11.282 -0.159 -0.17 -0.02 1.84
C 11.490 -11.072 2.564 -0.66 -1.12 -0.42
H 20.246 -11.154 -2.422 0.78 0.56 -0.14
H 20.172 -9.280 -2.561 0.91 -0.33 -0.14
H 19.515 -10.355 -3.800 -0.27 0.12 0.12
H 19.677 -10.815 -0.333 0.02 -0.10 0.31
H 17.641 -10.770 1.211 0.22 -0.57 0.04
H 15.269 -9.549 -2.143 0.12 0.26 -0.19
H 17.371 -9.634 -3.521 0.25 0.42 0.01
H 15.578 -9.134 1.996 0.14 -0.05 0.23
H 13.354 -9.604 3.239 0.58 0.36 0.17
H 12.021 -12.088 0.284 -0.10 -0.19 -0.32
H 14.255 -11.837 -1.057 -0.27 0.09 -0.04
H 10.930 -11.833 2.020 -0.32 0.17 -0.15
H 10.862 -10.184 2.646 0.37 -0.15 0.44
H 11.802 -11.591 3.470 -0.14 0.74 0.39
C 8.647 -6.213 0.534 -0.36 0.04 1.03
N 8.141 -7.440 1.230 0.17 0.30 -0.75
C 8.841 -7.951 2.282 0.09 -1.58 -0.20
C 8.499 -9.171 2.867 -3.08 0.37 -1.48
C 7.246 -9.736 2.387 1.91 0.26 0.70
C 6.544 -9.120 1.365 0.23 -0.74 -0.47
C 7.023 -7.978 0.723 -0.27 -1.33 2.11
C 6.807 -11.069 2.945 1.55 0.78 -0.95
C 7.297 -12.234 2.369 -0.52 -2.45 0.56
C 6.916 -13.503 2.906 0.41 2.74 -1.64
N 6.031 -13.546 3.890 -0.62 0.68 1.50
C 5.551 -12.396 4.474 1.23 -0.29 -0.68
C 6.048 -11.137 4.066 -2.23 -1.52 1.29
C 5.516 -14.871 4.299 -1.18 -0.32 -0.21
H 9.548 -5.984 1.103 -0.03 0.68 -0.69
H 7.848 -5.483 0.669 0.40 0.42 0.08
H 8.763 -6.374 -0.537 0.32 -0.22 0.23
H 9.790 -7.508 2.546 -0.22 0.65 -0.06
H 9.007 -9.694 3.664 0.28 0.51 0.08
H 5.712 -9.680 0.966 -0.44 0.47 -0.04
H 6.441 -7.537 -0.073 0.43 0.48 -0.19
H 7.923 -12.279 1.489 0.19 0.29 -0.14
H 7.171 -14.421 2.397 0.18 -0.13 0.23
H 4.795 -12.541 5.232 0.02 0.14 0.22
H 5.650 -10.277 4.585 0.05 0.21 0.02
H 6.268 -15.642 4.463 0.31 0.48 -0.03
H 4.865 -15.177 3.480 -0.05 -0.22 0.07
H 4.875 -14.822 5.179 0.22 0.28 0.06
C 16.229 -12.511 -5.890 1.51 -1.01 -0.30
N 14.828 -12.662 -5.548 -0.70 0.95 1.40
C 13.862 -12.757 -6.490 -1.04 0.29 1.70
C 12.523 -12.676 -6.063 0.04 0.06 -0.01
C 12.170 -12.446 -4.719 -0.82 -0.03 -1.16
C 13.180 -12.473 -3.788 2.14 0.35 -0.09
C 14.522 -12.534 -4.206 -2.06 -0.81 -0.89
C 10.770 -12.081 -4.231 1.11 -2.96 -2.46
C 10.658 -10.971 -3.508 0.25 2.25 2.02
C 9.482 -10.620 -2.916 -1.69 -0.27 -0.51
N 8.353 -11.352 -3.171 1.84 0.55 0.30
C 8.452 -12.460 -3.931 0.13 -0.34 -0.10
C 9.656 -12.879 -4.505 -0.44 0.84 0.86
C 7.079 -11.037 -2.527 -1.41 -0.06 -0.59
H 16.479 -13.217 -6.682 0.03 0.20 -0.16
H 16.806 -12.815 -5.017 0.06 0.04 -0.10
H 16.546 -11.507 -6.174 -0.56 0.09 -0.13
H 14.098 -12.828 -7.542 0.43 -0.06 -0.08
H 11.775 -12.742 -6.838 -0.17 0.13 -0.08
H 12.971 -12.345 -2.736 -0.04 -0.06 0.07
H 15.289 -12.607 -3.449 0.48 0.28 -0.48
H 11.508 -10.347 -3.272 0.11 0.07 -0.21
H 9.408 -9.730 -2.308 -0.30 -0.10 0.04
H 7.517 -12.997 -3.986 0.07 -0.20 -0.44
H 9.753 -13.793 -5.071 -0.34 0.03 -0.11
H 6.997 -10.007 -2.179 0.60 -0.27 0.35
H 6.808 -11.819 -1.818 0.49 0.33 0.44
H 6.272 -11.080 -3.258 0.19 -0.06 -0.45
C 13.043 -20.191 0.688 -0.11 -0.66 0.22
N 11.676 -19.738 0.440 -0.45 1.26 -3.23
C 11.330 -19.302 -0.858 -0.84 -0.46 2.13
C 10.098 -18.709 -1.086 0.44 0.21 -0.25
C 9.197 -18.433 -0.051 0.51 -0.57 1.35
C 9.631 -18.880 1.221 -0.78 0.54 -0.61
C 10.849 -19.525 1.446 -1.10 1.23 -0.07
C 7.888 -17.685 -0.215 -0.90 -0.24 -0.84
C 6.900 -17.676 0.778 0.12 0.58 1.08
C 5.647 -17.057 0.657 2.33 0.14 -2.55
N 5.395 -16.493 -0.574 -0.16 -0.95 1.14
C 6.268 -16.537 -1.627 -0.62 -0.38 1.63
C 7.515 -17.097 -1.445 0.54 -0.47 0.30
C 4.092 -15.818 -0.729 0.32 0.75 -0.51
H 13.600 -19.303 0.987 0.35 -0.34 0.03
H 13.439 -20.670 -0.208 0.09 0.11 0.13
H 12.953 -20.937 1.477 0.55 0.04 0.05
H 12.050 -19.384 -1.659 0.17 -0.50 0.19
H 9.913 -18.357 -2.090 -0.06 -0.23 -0.16
H 8.996 -18.628 2.057 0.25 -0.37 0.30
H 11.219 -19.634 2.455 -0.04 -0.76 0.01
H 7.149 -18.027 1.769 -0.25 -0.46 -0.01
H 4.956 -16.967 1.482 -0.32 -0.10 -0.31
H 5.867 -16.152 -2.552 0.20 0.05 -0.13
H 8.211 -17.132 -2.271 -0.21 0.11 -0.20
H 3.491 -15.977 0.166 -0.15 -0.11 -0.43
H 3.633 -16.121 -1.671 -0.31 -0.29 0.30
H 4.353 -14.766 -0.838 -0.37 0.16 0.14
C 14.265 -16.449 -3.371 0.67 0.76 -0.32
N 13.759 -16.333 -2.007 -1.44 -0.36 0.99
C 12.437 -16.050 -1.882 -1.14 -0.47 -0.34
C 11.717 -16.096 -0.699 2.34 0.78 0.50
C 12.536 -16.248 0.435 -0.27 -0.52 0.94
C 13.931 -16.369 0.331 -0.58 -0.41 -0.29
C 14.523 -16.492 -0.920 -0.17 0.51 0.26
C 11.922 -16.302 1.815 0.12 0.21 0.73
C 10.787 -15.560 2.143 0.35 0.21 0.58
C 10.391 -15.418 3.483 -0.06 -0.82 -1.94
N 10.947 -16.152 4.460 0.61 0.30 -1.08
C 12.029 -16.947 4.187 -0.82 0.69 -1.14
C 12.517 -17.020 2.860 -0.17 0.24 0.79
C 10.343 -16.124 5.805 0.28 -0.16 0.46
H 13.560 -16.985 -4.007 0.21 -0.05 0.13
H 15.258 -16.896 -3.371 -0.18 -0.14 -0.07
H 14.343 -15.402 -3.665 0.16 -0.15 -0.67
H 11.921 -15.893 -2.817 0.05 0.04 -0.15
H 10.678 -15.837 -0.562 -0.11 -0.09 -0.62
H 14.516 -16.440 1.237 0.30 0.00 -0.14
H 15.578 -16.630 -1.102 0.14 -0.24 0.20
H 10.258 -15.056 1.347 -0.23 0.56 0.14
H 9.532 -14.790 3.669 0.05 -0.07 0.59
H 12.408 -17.475 5.050 0.34 -0.26 -0.11
H 13.362 -17.646 2.613 0.16 -0.13 0.54
H 9.279 -15.895 5.745 0.09 -0.41 -0.17
H 10.784 -15.330 6.409 0.34 -0.23 0.07
H 10.555 -17.122 6.189 -0.41 0.30 0.62
Cl 9.585 -13.132 -0.435 0.25 -0.16 0.18